Entry 1:
12
Properties=species:S:1:pos:R:3 method="wB97M-V/def2-TZVPD" e_lumo_ev="0.396 / -4.483" e_homo_ev="-6.68 / -7.67" multiplicity=5 orbital_gap_ev="7.08 / 3.19"
Co -3.1253 2.5732 0.3322
F -0.2889 0.1963 2.1289
O 2.4870 -0.2232 -0.1216
O 1.0278 1.3766 -0.7297
O 2.2295 0.3463 -2.2704
C -1.7479 -1.1920 0.9692
C 1.9054 0.5156 -0.9371
C -0.7305 -0.3314 0.9642
H -2.1117 -1.5657 0.0118
H -2.1704 -1.5632 1.9036
H -0.3906 0.1957 0.0685
H 2.9157 -0.3283 -2.3196

=====

Entry 2:
28
Properties=species:S:1:pos:R:3 method="wB97M-V/def2-TZVPD" e_lumo_ev="0.851 / 0.866" e_homo_ev="-6.10 / -5.70" multiplicity=1 orbital_gap_ev="6.95 / 6.56"
N 0.4445 -1.8729 -0.2765
C -2.4355 -0.9076 0.4140
C 1.2149 0.0156 -1.5695
C 0.6773 -0.5529 -0.2924
C -1.7625 0.3820 0.0432
C 2.6112 -0.4635 1.4552
C 0.4279 0.2613 0.8030
C 0.7518 1.7317 0.8171
C -2.0304 0.8604 -1.3580
H -3.5344 -0.8222 0.4096
H 0.7264 2.1046 1.8403
H 0.0533 -0.1981 1.7032
H 2.2709 0.2513 -1.4305
H 2.8131 0.2619 2.2415
H 2.4418 -1.4658 1.8489
H -2.1554 -1.2435 1.4189
H 1.1176 -0.6857 -2.3988
H -2.1856 -1.7097 -0.2885
H -3.1005 1.0685 -1.5306
H -1.9243 1.1612 0.7877
H -1.4959 1.7864 -1.5913
H -1.7412 0.1110 -2.1034
H 0.7253 -2.4513 -1.0479
H 0.2244 -2.3359 0.5891
H 0.6937 0.9335 -1.8301
H 1.7520 1.9205 0.4288
H 0.0367 2.3138 0.2316
H 3.3830 -0.4545 0.6853

=====

Entry 3:
13
Properties=species:S:1:pos:R:3 method="wB97M-V/def2-TZVPD" e_lumo_ev="-0.832 / -0.470" e_homo_ev="-8.16 / -8.79" multiplicity=6 orbital_gap_ev="7.33 / 8.32"
Cr 3.5762 -0.3342 -0.6944
O 1.8903 -0.8596 -0.3087
O -0.2528 -1.0814 -0.0559
O 0.7937 0.6552 0.9295
C -1.9254 0.5397 -0.3283
C -1.4953 -0.5804 0.2630
C -3.1870 1.2422 0.0644
C 0.8674 -0.3731 0.2678
H -1.9610 -1.0228 1.1454
H -4.0647 0.7502 -0.3818
H -3.1859 2.2829 -0.2933
H -1.3959 0.8958 -1.2173
H -3.3152 1.2533 1.1555

=====

Entry 4:
30
Properties=species:S:1:pos:R:3 method="wB97M-V/def2-TZVPD" e_lumo_ev="0.229 / 0.206" e_homo_ev="-5.92 / -7.37" multiplicity=4 orbital_gap_ev="6.15 / 7.57"
V 0.1904 0.8552 0.0201
O -1.6549 1.6959 0.6510
O -1.0203 -0.9853 0.0502
O -0.7771 -3.3974 1.5704
O 0.9520 0.5560 2.0441
O 0.9003 2.8515 -0.4402
O -0.6121 1.0378 -2.1589
O 1.8887 0.1435 -1.0020
C 2.9795 -0.5393 -0.5181
C -0.5028 -2.1837 -0.5068
C -1.0516 -3.4213 0.1729
C -2.2701 2.9003 0.8672
H -2.1443 -3.4200 0.0847
H -0.6576 -4.3153 -0.3161
H 3.3265 -1.2868 -1.2530
H 2.7950 -1.0659 0.4407
H -0.3097 0.3474 -2.7581
H 0.4469 0.4385 2.8532
H -0.6375 -2.2083 -1.5964
H -0.7345 1.8234 -2.6969
H 1.8714 0.6755 2.2954
H -1.7521 3.5090 1.6358
H 0.5833 -2.1465 -0.3940
H -3.3180 2.7886 1.1993
H 3.8449 0.1301 -0.3387
H -0.0846 -4.0239 1.7917
H -1.9627 -0.8862 -0.1246
H -2.3353 3.5223 -0.0577
H 0.3261 3.6069 -0.5928
H 1.7201 2.9981 -0.9226

=====

Entry 5:
13
Properties=species:S:1:pos:R:3 method="wB97M-V/def2-TZVPD" e_lumo_ev=-0.995 e_homo_ev=-10.30 multiplicity=1 orbital_gap_ev=9.31
Br 3.6028 0.0755 -1.7559
Br -0.9989 -1.5575 1.9925
O 1.6992 0.9675 0.7133
O 1.3989 -0.1651 2.5162
N 1.0481 0.2247 1.4349
C -0.2138 -0.2234 0.9188
C -1.9329 -0.2204 -0.9037
C -0.7010 0.2382 -0.2371
H 2.9443 0.6482 -0.6468
H -1.6617 -0.6864 -1.8532
H -2.4792 -0.9398 -0.2994
H -0.1309 1.0103 -0.7410
H -2.5748 0.6281 -1.1386

=====

Record-wise energy above the lowest of the compared OMol25 structures with the same formula, charge and spin values, in eV: 3.496, 5.258, 0.000, 0.000, 2.931
Record-wise E_tot values, in eV: -49656.242, -10089.413, -38790.752, -44459.462, -148858.642